The following is a quantum chemistry calculation of a cluster of 5 separate species, C32H72BrN4 in total at a distorted geometry, from OMol25.

E_LUMO = -5.40 eV
Gap between HOMO and LUMO = 8.522 eV
Energy above the lowest of the compared OMol25 structures with the same formula, charge and spin = 272.3 kJ/mol
Highest occupied orbital energy = -13.92 eV
Total energy = -110329.89264 eV

```
! wB97M-V def2-TZVPD RIJCOSX def2/J DEFGRID3
* xyz 3 1
C 1.3229 1.9972 3.8636
C 2.1501 0.9816 3.0956
C 2.8332 0.0679 4.0367
N 4.0436 -0.5975 3.3533
C 4.3911 -1.8746 4.1531
C 3.7916 -1.0259 1.8920
C 5.1604 -1.2124 1.2877
C 6.1203 -0.1963 2.0492
C 5.2669 0.3399 3.1818
H 1.9232 2.7369 4.3933
H 0.6359 1.6660 4.6424
H 0.7482 2.6465 3.2030
H 2.8365 1.3680 2.3422
H 1.3671 0.3502 2.6755
H 2.2131 -0.7136 4.4757
H 3.3936 0.5079 4.8616
H 4.8192 -1.4254 5.0491
H 5.2061 -2.2605 3.5408
H 3.5213 -2.5014 4.3499
H 3.1176 -1.8815 1.8488
H 3.2451 -0.2568 1.3461
H 5.3744 -2.2664 1.4649
H 5.1722 -1.0176 0.2153
H 6.9909 -0.6811 2.4910
H 6.4205 0.6779 1.4715
H 5.8633 0.3743 4.0935
H 4.9097 1.3663 3.0978
C -1.4557 2.7662 0.4621
C -2.6026 3.8602 0.3879
C -2.1151 5.2129 0.6373
N -3.2724 6.3055 0.7546
C -3.8030 6.6764 -0.6547
C -2.6292 7.5700 1.3325
C -3.7779 8.3036 1.9641
C -4.6658 7.1423 2.5820
C -4.3184 5.9382 1.7585
H -0.6387 2.9734 -0.2290
H -1.8056 1.7354 0.4065
H -0.9534 2.9407 1.4136
H -3.4074 3.6159 1.0811
H -2.9134 3.9532 -0.6527
H -1.3146 5.5652 -0.0133
H -1.7891 5.1952 1.6772
H -3.0223 7.1737 -1.2303
H -4.6190 7.3941 -0.5700
H -4.0984 5.7292 -1.1060
H -2.1318 8.0827 0.5092
H -1.8884 7.3479 2.1007
H -4.1525 9.1293 1.3592
H -3.4531 8.7667 2.8958
H -5.7311 7.3586 2.6625
H -4.3959 7.0007 3.6285
H -5.1237 5.3176 1.3656
H -3.7611 5.2783 2.4234
C -2.6126 -4.4862 -1.9178
C -2.9150 -3.0725 -1.3552
C -3.8778 -2.3382 -2.2620
N -4.2241 -0.8684 -1.9731
C -4.8096 -0.6646 -0.5822
C -5.2580 -0.2454 -3.0133
C -4.6942 1.1147 -3.4115
C -3.5216 1.4209 -2.4682
C -2.9943 0.0085 -2.2106
H -3.4825 -5.0588 -2.2397
H -2.0030 -5.0397 -1.2036
H -2.0267 -4.3749 -2.8302
H -2.0024 -2.4895 -1.2315
H -3.3389 -3.2446 -0.3659
H -4.8836 -2.7576 -2.2862
H -3.4605 -2.1811 -3.2566
H -4.0172 -1.0709 0.0464
H -5.7547 -1.2013 -0.6641
H -4.9949 0.3930 -0.3945
H -6.2076 -0.1559 -2.4857
H -5.3413 -0.9389 -3.8501
H -5.5164 1.8065 -3.2286
H -4.7146 1.1786 -4.4994
H -3.8687 1.8337 -1.5210
H -2.5891 1.8150 -2.8722
H -2.3091 -0.0783 -1.3674
H -2.5001 -0.3586 -3.1101
C 4.5775 -7.5488 -1.4521
C 4.6643 -6.0615 -1.2197
C 4.2906 -5.1354 -2.4526
N 3.2950 -4.0581 -2.1410
C 3.8857 -2.9263 -1.2448
C 2.6464 -3.5979 -3.4707
C 1.4102 -2.8197 -3.0558
C 0.9043 -3.6469 -1.8483
C 1.9954 -4.6058 -1.3886
H 3.5225 -7.8103 -1.3705
H 5.0674 -8.1164 -0.6609
H 4.8737 -7.9467 -2.4226
H 5.6372 -5.8369 -0.7826
H 3.9630 -5.8349 -0.4166
H 3.7242 -5.7970 -3.1081
H 5.2014 -4.7618 -2.9206
H 3.0826 -2.2623 -0.9252
H 4.6944 -2.4245 -1.7763
H 4.3922 -3.3965 -0.4020
H 3.4220 -3.0263 -3.9804
H 2.4720 -4.4887 -4.0741
H 1.8195 -1.8466 -2.7846
H 0.6574 -2.6712 -3.8299
H 0.4600 -3.0320 -1.0656
H 0.0439 -4.1446 -2.2956
H 2.1625 -4.5735 -0.3119
H 1.8044 -5.6617 -1.5801
Br 0.2506 -0.4163 0.1135
*
```

***

The following is a quantum chemistry calculation of the ion C8H14NO with charge +1 at a distorted geometry, from OMol25.

E_LUMO (spin up / spin down) = -4.68 / -6.24 eV
Gap between HOMO and LUMO (spin up / spin down) = 5.671 / 7.365 eV
Energy above the lowest of the compared OMol25 structures with the same formula, charge and spin = 206.9 kJ/mol
Expectation value of S² = 2.03
Highest occupied orbital energy (spin up / spin down) = -10.35 / -13.61 eV
Total energy = -12047.80810 eV

```
! wB97M-V def2-TZVPD RIJCOSX def2/J DEFGRID3
* xyz 1 3
C -0.0124 -0.5340 -1.0312
C 0.0772 0.2620 0.0354
C 1.0465 -0.0171 1.0605
C 0.6873 -1.7627 -1.8168
C -1.9859 0.8863 1.3918
C -0.3982 2.7180 0.3892
C 0.7522 -3.7790 -2.9246
C -0.9590 1.2926 0.2459
N 1.1505 0.5664 2.2112
O 0.3257 -3.0003 -1.8203
H 1.7714 -0.8651 0.9307
H 1.3827 -1.4047 -2.6073
H -2.7145 0.1108 1.0617
H -2.4615 1.8020 1.7326
H -1.4776 0.4527 2.2936
H -0.2955 3.0049 1.4845
H -0.9967 3.4255 -0.0453
H 0.5182 2.7881 -0.1128
H -0.1051 -4.1901 -3.5065
H 1.3759 -4.5682 -2.5754
H 1.4761 -3.2015 -3.4830
H -1.4642 1.3545 -0.7961
H 1.8713 0.4230 2.9305
H 0.6893 1.4449 2.4024
*
```

***

The following is a quantum chemistry calculation of a structure of composition C15H16ClCoN4S at a distorted geometry, from OMol25.

E_LUMO (spin up / spin down) = -7.07 / -8.36 eV
Gap between HOMO and LUMO (spin up / spin down) = 7.181 / 7.167 eV
Expectation value of S² = 6.04
Highest occupied orbital energy (spin up / spin down) = -14.25 / -15.53 eV
Total energy = -82743.49850 eV

```
! wB97M-V def2-TZVPD RIJCOSX def2/J DEFGRID3
* xyz 2 5
Co 1.2414 -0.4960 -1.1355
C -0.0748 -1.4994 2.8209
C 0.1612 -1.3913 1.3638
N 1.2593 -1.2390 0.7631
N 2.4795 -1.2661 1.3790
C 3.5453 -1.3091 0.5603
N 4.7284 -1.5973 1.0302
S 3.5157 -1.1616 -1.1565
C -1.0154 -1.3010 0.3611
C -2.2928 -1.3686 0.8559
C -3.3431 -1.4809 0.0176
C -3.0816 -1.4544 -1.3478
C -1.7730 -1.2217 -1.7592
N -0.7159 -1.1953 -0.9373
H -0.7213 -2.4180 3.0062
H -0.8073 -0.6743 3.1292
H 0.7542 -1.4811 3.5279
H 2.5044 -1.6635 2.3053
H 5.0459 -1.8906 1.9636
H 5.5458 -1.6195 0.4008
H -2.5101 -1.4322 1.8851
H -4.3065 -1.7200 0.3811
H -3.8777 -1.3791 -2.0657
H -1.6069 -0.9531 -2.7818
Cl 2.2200 2.0480 0.0834
C 0.5861 2.2932 -0.3568
C -0.2395 2.8315 0.5887
C -1.5619 3.0481 0.2787
C -2.0739 2.7513 -1.0101
C -1.1689 2.2606 -1.9780
C 0.1829 1.9859 -1.6604
C 1.0595 1.4161 -2.5811
H 0.1231 3.2059 1.4933
H -2.2214 3.6052 0.9716
H -3.0839 2.9819 -1.2771
H -1.4371 2.1020 -3.0424
H 2.1616 1.5537 -2.4377
H 0.7987 1.1299 -3.6390
*
```